{
  "formula": "C3H4NO2S",
  "method": "the ωB97M-V functional and the def2-TZVPD basis",
  "symbols": ["C", "C", "C", "N", "O", "O", "S", "H", "H", "H", "H"],
  "positions_angstrom": [[-2.205909, -2.386652, 0.003720], [1.070879, 1.167173, 0.237166], [0.053296, 0.963670, -0.549022], [-1.901450, -1.341758, 0.314349], [-1.584001, 0.968669, 1.570650], [-2.802078, 0.900504, -0.895049], [-1.539895, 0.612110, 0.237802], [-2.481818, -3.415004, -0.055908], [2.000619, 1.701480, -0.252683], [1.018264, 1.292332, 1.267605], [-0.007375, 1.110803, -1.610714]],
  "forces_ev_per_angstrom": [[-0.19, -0.70, 0.60], [2.64, 2.85, -1.91], [-1.55, -1.08, -0.08], [0.82, 0.91, -0.28], [0.05, 0.24, 2.37], [6.52, -1.49, 5.66], [-6.12, 2.13, -8.44], [-0.16, -0.34, -0.41], [-1.73, -1.57, 0.93], [-0.04, -0.62, 1.86], [-0.26, -0.33, -0.30]],
  "lowdin_charge": [0.211, 0.067, -0.205, 0.087, -0.222, -0.332, 0.933, 0.128, 0.161, 0.068, 0.104],
  "spin_multiplicity": 1,
  "total_charge": 1,
  "smiles": "C#[N+]S(=O)(=O)C=C",
  "e_homo_ha": [-0.584, -0.584],
  "energy_ev": -19582.77212
}

---

{
  "formula": "C10H9N2O5Sn",
  "method": "the ωB97M-V functional and the def2-TZVPD basis",
  "symbols": ["O", "C", "Sn", "O", "C", "C", "O", "C", "O", "C", "O", "H", "C", "C", "C", "C", "N", "N", "C", "H", "H", "H", "H", "H", "H", "H", "H"],
  "positions_angstrom": [[2.519811, -7.384762, -0.975703], [1.824250, -6.513812, -1.211470], [0.508472, -1.796473, -0.046533], [2.939281, -0.751226, 1.730283], [2.163127, -1.338377, 1.132062], [-2.414720, 0.127222, -2.204864], [-3.034254, 0.143032, -3.112100], [-0.983669, -2.532667, 1.477693], [-1.335403, -2.867594, 2.511816], [1.274446, -0.989774, -2.044534], [1.528247, -0.085202, -2.801150], [0.543144, -3.325154, -0.122654], [1.405604, 3.587765, 0.037835], [0.441692, 2.428773, 0.219351], [-0.881854, 2.298639, 0.627736], [-1.190214, 0.928191, 0.548610], [-0.132138, 0.233496, 0.024577], [0.837216, 1.194820, -0.127954], [-2.484655, 0.356827, 0.870818], [0.960277, 4.273623, -0.727829], [1.468413, 4.111653, 1.023741], [2.417682, 3.225053, -0.293470], [-1.514541, 3.181912, 0.988410], [1.749951, 0.927956, -0.463014], [-3.030441, 0.935350, 1.626970], [-3.188945, 0.263837, 0.045743], [-2.390778, -0.633110, 1.265631]],
  "forces_ev_per_angstrom": [[-1.53, 1.82, -0.57], [1.52, -1.73, 0.61], [-2.64, 2.69, -1.41], [-2.85, -2.59, -2.22], [5.43, 3.51, 4.17], [1.59, -0.27, 1.66], [-1.55, 0.13, -2.14], [-2.48, -0.82, 5.74], [1.04, 0.84, -3.78], [2.47, 7.94, -7.09], [-1.96, -7.59, 5.76], [0.52, -3.06, -1.23], [-0.44, -0.25, 0.19], [0.82, 0.17, -0.65], [-0.57, 0.46, 0.67], [-0.82, 1.75, -0.01], [0.30, -0.38, 0.50], [1.33, -0.52, -0.29], [-1.28, -0.25, 0.64], [0.51, -0.41, 0.67], [0.11, -0.20, -0.88], [-1.01, 0.49, 0.35], [0.78, -1.77, -0.60], [0.08, 0.56, -0.10], [0.41, 0.01, -0.07], [0.28, 0.19, -0.27], [-0.05, -0.73, 0.37]],
  "lowdin_charge": [0.045, -0.024, 1.239, 0.346, 0.039, 0.013, 0.166, 0.000, 0.296, 0.107, 0.231, -0.004, 0.049, -0.196, 0.110, -0.297, -0.097, 0.028, -0.012, 0.132, 0.128, 0.112, 0.196, 0.134, 0.136, 0.078, 0.043],
  "spin_multiplicity": 1,
  "total_charge": 3,
  "e_homo_ha": -0.749,
  "energy_ev": -29526.24970
}

---

{
  "formula": "CH4N3O3",
  "method": "the ωB97M-V functional and the def2-TZVPD basis",
  "symbols": ["C", "N", "N", "N", "O", "O", "O", "H", "H", "H", "H"],
  "positions_angstrom": [[0.919992, -0.006741, 0.158117], [-2.020523, 0.005343, -0.966901], [-1.411353, 1.149462, -0.985213], [-2.880850, -0.252058, 0.019238], [-3.023366, 0.505723, 0.957800], [-3.537756, -1.283812, -0.017496], [0.168580, 1.106464, 0.455732], [1.678895, -0.195267, 0.979746], [1.630284, 0.343397, -0.690358], [0.291554, -0.740868, -0.121154], [-1.941774, 1.918464, -0.485978]],
  "forces_ev_per_angstrom": [[3.64, 4.77, -0.21], [2.05, 0.09, -2.01], [-0.44, 0.05, 0.54], [-1.72, 0.19, 2.01], [0.26, 1.49, 0.78], [0.14, -0.96, -1.04], [-1.22, 0.67, 0.34], [-1.13, -0.45, -0.33], [-0.72, -1.23, 0.44], [-1.64, -3.40, -0.89], [0.78, -1.23, 0.36]],
  "lowdin_charge": [-0.312, -0.073, 0.047, -0.522, -0.013, -0.037, -0.302, 0.070, 0.068, -0.004, 0.078],
  "spin_multiplicity": 1,
  "total_charge": -1,
  "e_homo_ha": [-0.129, -0.162],
  "energy_ev": -11708.90317
}

---

Listing relative energy (zero: lowest compared OMol25 entry of this formula, charge and spin) for the structures above in their given order: 463.1; 258.0; 500.6 kJ/mol.